The following is a DFT calculation (ωB97M-V/def2-TZVPD) of one molecule with the formula C6H5BrF2O in a non-equilibrium geometry.

The structure (SMILES) is O[C@@](F)(Br)[C@@H]1C=CC=C1F. Its largest force on an atom is 5.0 eV/Å. Its energy above the lowest of the compared OMol25 structures with the same formula, charge and spin is 12.0 kcal/mol. The calculation puts the energy at -3080.511558 hartree.

Structure (XYZ):
```
15
Properties=species:S:1:pos:R:3:forces:R:3
C -1.4601 -1.5025 -0.0636 -4.010 -1.423 0.005
C -2.2585 -0.2811 0.1485 0.522 -0.834 -0.886
C -0.2103 -1.2454 0.0224 4.053 1.364 -0.202
C -1.4517 0.7361 0.1865 3.537 2.107 -0.173
C 0.1274 0.2438 0.1539 0.671 -1.096 3.145
C 1.7094 0.6182 -0.3435 -4.881 -0.165 -0.897
O 1.9979 1.9043 -0.0154 0.980 -1.027 -0.875
F -1.8710 1.9913 0.4457 0.701 -0.383 -0.289
F 1.6213 0.4244 -1.7030 1.046 0.367 -0.077
Br 3.0374 -0.6632 0.3165 -0.287 0.285 0.026
H -1.8614 -2.5202 -0.2143 0.093 0.787 0.318
H -3.2759 -0.0306 0.2025 -1.418 -0.589 0.141
H 0.5651 -1.9806 0.0810 0.286 -0.255 -0.370
H 0.4589 0.3074 1.2323 -1.054 0.082 -0.329
H 2.8714 1.9980 -0.4496 -0.239 0.780 0.461
```
Forces are in eV/Å.

***

The following is a DFT calculation (ωB97M-V/def2-TZVPD) of one molecule with the formula C5H10O.

Its largest force on an atom is 0.3 eV/Å. Its energy above the lowest of the compared OMol25 structures with the same formula, charge and spin is 98.8 kcal/mol. The calculation puts the energy at -271.595141 hartree.

Structure (XYZ):
```
16
Properties=species:S:1:pos:R:3:forces:R:3
C 1.6070 -0.3278 0.1765 0.054 0.018 -0.060
C 0.3706 0.1756 0.9180 -0.035 0.004 0.041
C 0.2063 1.6861 1.0260 0.208 -0.151 -0.072
O -1.1061 1.2747 -0.4978 -0.021 0.212 0.084
C -0.9658 -0.0154 0.1825 -0.034 -0.263 0.090
C -1.0693 -1.1186 -0.8479 0.044 0.001 -0.011
H 1.6401 -1.4218 0.1025 -0.023 0.148 0.015
H 2.5100 -0.0031 0.7060 -0.123 -0.055 -0.077
H 1.6501 0.0896 -0.8365 -0.004 -0.061 0.143
H 0.3216 -0.2798 1.9167 -0.012 0.059 -0.132
H 0.9828 2.1560 0.3909 -0.150 -0.065 0.078
H -1.6309 1.8457 0.0825 -0.054 -0.061 -0.172
H -1.7805 -0.1112 0.9087 0.128 0.055 -0.089
H -2.0458 -1.0747 -1.3408 0.128 0.005 0.092
H -0.9644 -2.0995 -0.3712 -0.003 0.154 -0.046
H -0.2951 -1.0211 -1.6143 -0.103 0.000 0.116
```
Forces are in eV/Å.

***

The following is a DFT calculation (ωB97M-V/def2-TZVPD) of C4H6O7Sn as an isolated structure in a non-equilibrium geometry.

Its largest force on an atom is 14.9 eV/Å. Its energy above the lowest of the compared OMol25 structures with the same formula, charge and spin is 18.2 kcal/mol. The calculation puts the energy at -896.835364 hartree.

Structure (XYZ):
```
18
Properties=species:S:1:pos:R:3:forces:R:3
O 2.8622 -9.7844 -1.9874 -1.404 3.047 -4.450
C 1.9153 -10.5624 -2.3124 -3.305 1.705 -2.483
O 1.6775 -11.5829 -1.5966 -4.592 -1.344 -3.642
O 1.1189 -10.1885 -3.2816 0.027 0.460 -0.503
O -0.6098 -9.6722 -5.4993 1.347 0.641 0.693
C -1.1495 -8.5819 -6.0574 -3.457 -2.335 -1.659
O -2.2483 -8.1555 -5.7556 1.560 0.925 0.705
O -0.6477 -8.4886 -7.2958 1.089 0.697 0.354
C -1.0785 -10.0335 -4.2041 -0.444 0.203 0.206
C -0.0755 -10.9399 -3.5451 -0.258 -0.603 -0.177
Sn 3.2139 -11.0771 -0.6970 9.324 -3.487 11.028
H -1.0888 -7.7647 -7.7567 -0.136 0.035 0.146
H -2.0396 -10.5480 -4.3305 0.196 -0.019 0.192
H -1.2512 -9.1637 -3.5564 0.059 -0.001 -0.390
H 0.1865 -11.7860 -4.1922 -0.065 0.146 0.178
H -0.4942 -11.3070 -2.6018 0.114 0.012 -0.196
O 1.4143 -7.2485 -4.7059 -0.226 0.626 -0.354
H 1.5907 -8.0949 -4.2866 0.170 -0.708 0.352
```
Forces are in eV/Å.

***

The following is a DFT calculation (ωB97M-V/def2-TZVPD) of a 2-piece molecular cluster, C4H13N4O overall in a non-equilibrium geometry.

Its expectation value of S² is 0.7536. Its largest force on an atom is 2.5 eV/Å. As for the multiplicity: 2. Its energy above the lowest of the compared OMol25 structures with the same formula, charge and spin is 22.9 kcal/mol. The calculation puts the energy at -454.382689 hartree.

Structure (XYZ):
```
22
Properties=species:S:1:pos:R:3:forces:R:3
C -2.2249 -1.5662 0.0362 -0.160 2.145 -0.917
C -0.8894 -1.7562 0.6876 0.062 -0.006 2.508
O -0.7822 -1.1805 1.7705 0.156 0.183 -0.206
N 0.1519 -2.5624 0.3540 -0.356 -0.253 -0.819
H -2.2095 -0.4532 -0.2464 0.177 -1.543 -0.476
H -2.9195 -1.4137 0.8667 -0.049 -0.951 -0.081
H 0.8050 -2.6828 1.1156 -0.030 0.024 -0.327
H 0.1833 -3.1878 -0.4311 -0.128 0.061 -0.009
H -2.5974 -2.2106 -0.7769 0.356 0.308 0.423
C 0.3448 1.3228 -2.0425 -0.828 -0.474 1.811
C 0.9817 1.2334 0.4551 -1.979 -0.980 -0.860
N 0.4844 1.8299 -0.6887 -0.134 2.145 -0.067
N 2.0507 0.3948 0.3242 1.363 -0.433 0.603
N 0.5456 1.9055 1.6047 0.914 0.833 -0.028
H 0.1146 2.7776 -0.5221 0.586 -0.730 -0.404
H 2.6556 0.3249 -0.4864 -0.237 0.581 0.173
H 2.2514 -0.2754 1.0396 -0.181 -0.077 0.034
H 0.6136 1.5366 2.5379 -0.030 -0.429 -0.330
H -0.3193 2.3794 1.4095 -0.110 -0.210 0.418
H -0.1704 2.1059 -2.5906 0.434 -0.010 -0.452
H -0.3653 0.4849 -1.9654 0.251 -0.308 -0.553
H 1.2951 0.9934 -2.4515 -0.078 0.124 -0.442
```
Forces are in eV/Å.

***

The following is a DFT calculation (ωB97M-V/def2-TZVPD) of a 3-piece molecular cluster, CH6NO4 overall in a non-equilibrium geometry.

Its largest force on an atom is 3.7 eV/Å. As for the net charge: -1. Its energy above the lowest of the compared OMol25 structures with the same formula, charge and spin is 18.9 kcal/mol. The calculation puts the energy at -397.504339 hartree.

Structure (XYZ):
```
12
Properties=species:S:1:pos:R:3:forces:R:3
N 1.4415 0.4278 -1.7035 2.770 0.809 -1.316
C 1.0478 -0.2792 -0.5034 -1.689 0.272 1.420
O 0.3752 0.5488 0.2020 0.259 -0.116 0.045
O 1.1788 -1.5111 -0.2006 0.723 2.082 -1.738
H 1.6039 1.5182 -1.5294 -0.578 -3.661 -0.318
H 2.2016 0.0036 -2.3508 -1.698 0.866 1.809
H -0.6347 -0.2131 1.6163 0.531 0.231 -0.196
H 0.0044 -1.5395 1.7388 -0.130 0.286 0.021
O -0.6064 -0.9605 2.2297 -0.243 -0.672 0.276
H -1.5544 1.0476 -0.1264 1.844 -0.410 0.219
H -2.5947 0.1086 0.6202 0.787 0.398 -0.374
O -2.4632 0.8487 0.0071 -2.576 -0.086 0.152
```
Forces are in eV/Å.